No. 1
The following is a DFT calculation (ωB97M-V with the def2-TZVPD basis set) of C5H9NO in the gas phase.

The geometry in XYZ format:
```
16
Properties=species:S:1:pos:R:3
O 1.07838 -2.06320 -0.50541
N -0.89708 1.44256 -0.75761
C -1.30073 0.03282 1.26817
C -1.12624 0.08420 -0.21685
C 1.38234 0.31030 -0.15414
C 0.10881 0.40227 -0.94863
C 1.77173 -1.16046 -0.09778
H 2.76032 -1.38576 0.35236
H 2.22917 0.88344 -0.54619
H -2.35994 -0.11533 1.50440
H 0.18325 -0.04739 -1.93693
H -1.70491 -0.62714 -0.80346
H -0.72286 -0.77482 1.72087
H -1.00384 0.99823 1.68867
H 1.23270 0.64417 0.88290
H -1.63110 1.37611 -1.45038
```

SMILES = C[C@H]1N[C@H]1CC=O
ΔE to the lowest compared entry with this formula, charge and spin = 244.0 kJ/mol
F_max = 1.6 eV/Å
HOMO-LUMO gap = 10.7 eV
Net charge = 0



No. 2
The following is a DFT calculation (ωB97M-V with the def2-TZVPD basis set) of 6 unconnected molecules or ions with the total composition C43H44BrF9NOS.

The geometry in XYZ format:
```
100
Properties=species:S:1:pos:R:3
Br 1.28416 -4.42224 3.73408
S -7.50478 -3.10245 2.97799
F -7.70193 -0.71921 -0.42755
F -7.89827 -3.34800 0.34229
F -6.21896 -2.24112 3.60287
F -7.64152 -3.86927 4.45700
F -8.76651 -4.10373 2.43879
F -9.48648 -1.05423 0.92942
F -6.45692 -4.35520 2.50919
F -8.65297 -2.01937 3.49137
F -5.94066 -2.36257 0.95097
O -0.89654 -4.75052 1.91321
N -1.58752 -1.59318 0.05866
C 5.65118 0.89011 -8.30091
C -2.67237 -0.64858 0.21685
C 8.58154 4.35164 -1.86916
C -4.23118 1.15003 1.69102
C -6.18668 -6.76924 6.89532
C -6.13212 -7.71453 7.91503
C 5.88855 -1.45618 -7.80303
C 3.78198 2.43183 -3.95903
C 6.65152 0.78794 -9.26264
C -8.13998 -5.78802 7.91091
C 9.25386 5.54576 -1.62482
C -0.71752 -1.83309 1.17699
C 5.13018 4.81602 -3.46737
C 0.13994 -4.07273 2.14638
C 5.26596 -0.23245 -7.57436
C 2.01621 1.92072 0.70919
C 4.15836 4.37043 -2.57682
C 4.75654 2.87581 -4.84758
C 10.22580 5.99147 -2.51555
C -6.79079 1.39008 0.86085
C 1.04162 1.47715 1.59813
C -8.08315 -6.73103 8.93254
C 0.49792 -2.90208 1.07295
C 1.41791 3.41558 2.98011
C 10.52815 5.24253 -3.64868
C -7.34786 -2.39763 1.27289
C 2.38970 3.86087 2.08935
C 2.69219 3.11176 0.95613
C -8.04598 -1.00244 0.96168
C 9.85191 4.05118 -3.89577
C 6.89149 -1.55749 -8.76220
C 3.48600 3.17614 -2.82116
C 5.43262 4.06703 -4.60045
C -7.48052 0.26698 1.77462
C -7.07742 -7.69318 8.93599
C 8.87746 3.60736 -3.00711
C -2.97560 0.12816 1.54403
C 0.74569 2.22158 2.73586
C -5.26323 0.97276 0.46100
C -2.01260 -0.10576 2.77674
C 7.27028 -0.43686 -9.49515
C -7.18930 -5.80362 6.89484
C -0.85484 -1.12115 2.57173
H -7.22992 -5.06423 6.10202
H -1.43643 -2.10960 -0.83157
H 6.94925 1.66267 -9.83127
H 6.19419 4.41194 -5.29155
H -0.00977 1.87215 3.43263
H 1.51873 -2.42498 1.25666
H 3.25304 1.50404 -4.15331
H 8.04834 -0.51745 -10.24658
H -4.90272 1.62381 -0.42423
H -5.44811 -6.78462 6.10044
H 4.48109 -0.15386 -6.82904
H 4.98965 2.29358 -5.73298
H 0.42961 -3.42322 0.04196
H -7.40584 1.73819 -0.03277
H -6.75073 0.00777 2.61179
H -8.92580 -5.03946 7.90699
H -8.82257 -6.71652 9.72640
H -4.75203 0.88483 2.69207
H 3.92430 4.95368 -1.69201
H 7.37795 -2.51128 -8.93927
H -5.35135 -8.46836 7.91440
H 0.51332 0.55080 1.40424
H 11.28964 5.58746 -4.33991
H 2.91258 4.79252 2.27901
H 2.73057 2.82641 -2.12487
H 3.45374 3.45659 0.26488
H 9.01985 6.12871 -0.74008
H 5.65316 5.74776 -3.27759
H -0.13163 -1.37250 3.41457
H -3.80654 2.22187 1.77146
H -5.32401 -0.09694 0.05888
H -8.39913 0.76598 2.27031
H -3.35685 -0.50611 -0.69672
H 8.34845 2.67977 -3.20125
H 10.08478 3.46886 -4.78123
H 2.24933 1.33826 -0.17642
H 5.17046 1.84597 -8.11800
H 1.18399 3.99857 3.86461
H 10.74876 6.92328 -2.32575
H -7.03139 -8.42684 9.73363
H -6.66438 2.32325 1.54016
H 7.82631 4.00195 -1.17299
H -2.14818 0.42210 3.77791
H 5.59174 -2.33058 -7.23328
```

F_max = 5.9 eV/Å
HOMO-LUMO gap = 5.6 eV
Net charge = +1



No. 3
The following is a DFT calculation (ωB97M-V with the def2-TZVPD basis set) of a molecular structure, C4H9N3O2.

The geometry in XYZ format:
```
18
Properties=species:S:1:pos:R:3
O 1.29660 -0.44278 1.58569
O -1.30893 2.01706 -0.42402
N 1.47745 2.18120 -0.21431
N -0.80455 -0.14150 0.33419
N 0.81898 0.96768 -0.51239
C 1.00439 -1.85507 -0.33899
C -2.08872 -0.79865 0.38858
C 0.74087 -0.64526 0.52416
C -0.48730 0.98498 -0.25532
H 2.30154 2.23481 -0.80364
H 0.60195 -1.72894 -1.34319
H 1.81186 2.12102 0.75224
H -2.17640 -1.32184 1.34200
H 0.55615 -2.73010 0.13843
H -0.73824 2.77164 -0.65638
H -2.88954 -0.06279 0.29353
H 2.08090 -2.01857 -0.39465
H -2.19703 -1.53287 -0.41592
```

ΔE to the lowest compared entry with this formula, charge and spin = 251.2 kJ/mol
F_max = 0.8 eV/Å
HOMO-LUMO gap = 9.3 eV
Net charge = 0



No. 4
The following is a DFT calculation (ωB97M-V with the def2-TZVPD basis set) of C4H10N2O2 in the gas phase.

The geometry in XYZ format:
```
18
Properties=species:S:1:pos:R:3
O -0.68676 1.59849 1.38601
O 0.84074 -1.82667 -0.73961
N 1.85174 1.10359 0.82918
N 0.86891 0.09563 0.55195
C 0.93205 -0.45806 -0.74837
C -0.54279 0.50434 0.83931
C -0.44283 0.21520 -1.64540
C -1.53994 -0.61090 1.03311
H -0.14362 1.22766 -1.92443
H 1.12757 -2.12164 0.14146
H -1.32639 -1.50126 0.44566
H -1.51169 0.17673 -1.43377
H -0.38644 -0.41606 -2.53750
H 1.78200 -0.11561 -1.33838
H -2.52377 -0.24904 0.72747
H 1.48560 1.99379 0.47629
H 1.78778 1.24889 1.84116
H -1.57217 -0.86506 2.09582
```

SMILES = CC(=O)N(N)[C@H](C)O
ΔE to the lowest compared entry with this formula, charge and spin = 353.6 kJ/mol
F_max = 4.6 eV/Å
HOMO-LUMO gap = 10.2 eV
Net charge = 0



No. 5
The following is a DFT calculation (ωB97M-V with the def2-TZVPD basis set) of C5H6O in the gas phase.

The geometry in XYZ format:
```
12
Properties=species:S:1:pos:R:3
O -0.40362 -1.29982 -0.95223
C -1.18928 1.02487 0.08467
C 0.26304 -1.09601 0.26819
C -1.06580 -0.47262 0.27191
C 1.44701 -0.29175 0.02553
C 2.45574 0.31792 -0.20957
H 0.44355 -1.96045 0.90210
H -1.10863 1.57317 1.03662
H -2.14503 1.29326 -0.36521
H -1.68001 -1.33286 -0.10441
H 3.35352 0.85855 -0.40466
H -0.37050 1.38575 -0.55295
```

SMILES = C#C[C@@H]1O[C@@H]1C
ΔE to the lowest compared entry with this formula, charge and spin = 449.9 kJ/mol
F_max = 3.3 eV/Å
HOMO-LUMO gap = 10.9 eV
Net charge = 0



No. 6
The following is a DFT calculation (ωB97M-V with the def2-TZVPD basis set) of a molecular structure, CH6FN4OP3.

The geometry in XYZ format:
```
16
Properties=species:S:1:pos:R:3
P -3.13978 -0.62771 -0.02038
P -0.59391 1.63521 -0.35758
P -0.37120 -1.10052 0.12318
F -1.45317 1.60792 1.13384
O 0.73720 -2.21801 0.48658
N -1.82138 -1.67683 0.34238
N 0.60811 2.65865 0.10683
N -2.45299 0.14883 -1.15018
N 0.38130 0.27762 -0.11923
C 2.10819 -1.93535 0.34988
H -2.90950 0.90310 -1.71737
H 2.43455 -2.86950 0.18757
H 2.13516 -1.14955 -0.35269
H 1.52446 2.45038 -0.39748
H 2.60845 -1.64725 1.31355
H 0.20449 3.54300 0.07108
```

ΔE to the lowest compared entry with this formula, charge and spin = 115.1 kJ/mol
F_max = 4.0 eV/Å
HOMO-LUMO gap = 8.1 eV
Net charge = 0